{
  "formula": "C5H4N4",
  "method": "ωB97M-V/def2-TZVPD",
  "elements": ["H", "N", "C", "N", "N", "C", "N", "C", "C", "C", "H", "H", "H"],
  "coordinates": [[3.5281, -0.5596, -0.0331], [2.6311, -1.0479, 0.0177], [1.6859, -0.2254, 0.0143], [1.8929, 1.2490, -0.0107], [0.8318, 1.8821, -0.0103], [-0.2103, 0.8938, -0.0108], [-1.5505, 0.9353, -0.0026], [-2.0161, -0.3579, -0.0057], [-0.8895, -1.2086, -0.0034], [0.2316, -0.3799, -0.0121], [-2.1474, 1.7214, 0.0931], [-3.0732, -0.6021, 0.0607], [-0.9144, -2.3003, -0.0972]],
  "homo_lumo_gap_ev": 8.21,
  "lumo_ev": -0.69
}